Entry 1:
Computed, not measured: a cluster of 7 separate species, C42H105N7 in total, with the ωB97M-V functional and the def2-TZVPD basis.

SMILES: CCN(CC)CC.CCN(CC)CC.CCN(CC)CC.CCN(CC)CC.CCN(CC)CC.CCN(CC)CC.CCN(CC)CC
Energy above the lowest of the compared OMol25 structures with the same formula, charge and spin in kJ/mol: 396.0
LUMO in eV: 0.4
Kohn-Sham gap in Eh: 0.3064
E_HOMO in eV: -7.925
E in hartree: -2046.25516

Positions of all 154 atoms, in Å:
C1 -3.80 5.87 -2.50
C2 -2.76 6.80 -3.11
N1 -3.10 7.21 -4.52
C3 -2.31 6.53 -5.57
C4 -2.29 5.04 -5.46
C5 -3.17 8.66 -4.79
C6 -4.66 8.85 -4.67
H1 -3.92 4.95 -3.07
H2 -4.79 6.33 -2.43
H3 -3.57 5.76 -1.44
H4 -2.64 7.62 -2.41
H5 -1.73 6.44 -3.12
H6 -2.73 6.79 -6.54
H7 -1.26 6.82 -5.53
H8 -1.74 4.70 -4.58
H9 -3.28 4.58 -5.42
H10 -1.83 4.52 -6.29
H11 -2.75 9.00 -5.74
H12 -2.58 9.21 -4.07
H13 -5.06 9.86 -4.77
H14 -5.10 8.58 -3.71
H15 -5.27 8.42 -5.46
C7 6.19 0.66 -3.00
C8 7.34 -0.33 -3.09
N2 6.90 -1.69 -2.60
C9 5.96 -2.25 -3.70
C10 5.36 -3.56 -3.19
C11 8.05 -2.61 -2.45
C12 9.20 -2.09 -1.60
H16 5.33 0.50 -3.65
H17 6.43 1.71 -3.16
H18 5.73 0.68 -2.02
H19 7.93 -0.36 -4.00
H20 8.12 0.08 -2.45
H21 5.13 -1.57 -3.89
H22 6.49 -2.40 -4.63
H23 5.89 -4.38 -3.67
H24 5.20 -3.66 -2.12
H25 4.33 -3.70 -3.54
H26 8.52 -2.77 -3.42
H27 7.77 -3.59 -2.06
H28 9.70 -2.97 -1.20
H29 8.89 -1.42 -0.81
H30 9.83 -1.48 -2.25
C13 -1.87 -9.13 -3.64
C14 -1.58 -9.66 -5.06
N3 -2.64 -9.29 -6.04
C15 -2.79 -7.85 -6.38
C16 -1.50 -7.16 -6.77
C17 -3.89 -9.99 -5.95
C18 -3.66 -11.48 -6.41
H31 -1.12 -9.62 -3.03
H32 -2.79 -9.51 -3.20
H33 -1.74 -8.04 -3.63
H34 -0.69 -9.17 -5.46
H35 -1.33 -10.71 -4.94
H36 -3.49 -7.67 -7.19
H37 -3.17 -7.31 -5.52
H38 -1.75 -6.16 -7.11
H39 -0.77 -7.09 -5.96
H40 -0.91 -7.72 -7.50
H41 -4.69 -9.52 -6.52
H42 -4.26 -10.08 -4.92
H43 -3.38 -11.63 -7.45
H44 -4.47 -12.17 -6.16
H45 -2.84 -11.93 -5.87
C19 -8.42 0.20 0.53
C20 -9.26 -0.27 1.71
N4 -8.67 -0.05 3.06
C21 -7.34 -0.72 3.04
C22 -6.57 -0.69 4.45
C23 -9.46 -0.34 4.24
C24 -9.80 -1.87 4.45
H46 -9.03 0.35 -0.36
H47 -7.65 -0.50 0.22
H48 -8.02 1.20 0.73
H49 -10.22 0.24 1.78
H50 -9.47 -1.33 1.54
H51 -6.67 -0.13 2.41
H52 -7.27 -1.71 2.59
H53 -5.58 -1.09 4.22
H54 -7.02 -1.34 5.20
H55 -6.35 0.34 4.71
H56 -8.99 0.13 5.12
H57 -10.40 0.18 4.10
H58 -10.63 -1.91 5.15
H59 -10.17 -2.22 3.49
H60 -8.91 -2.40 4.78
C25 -0.28 -3.24 -0.50
C26 -1.35 -2.19 -0.20
N5 -0.90 -0.85 -0.44
C27 -0.62 -0.68 -1.87
C28 -1.74 -1.22 -2.82
C29 0.20 -0.36 0.34
C30 0.29 1.15 0.39
H61 0.68 -2.94 -0.08
H62 -0.11 -3.19 -1.57
H63 -0.58 -4.24 -0.17
H64 -2.25 -2.40 -0.77
H65 -1.63 -2.24 0.85
H66 -0.60 0.39 -2.05
H67 0.34 -1.09 -2.18
H68 -2.70 -0.93 -2.40
H69 -1.72 -0.66 -3.76
H70 -1.75 -2.29 -3.02
H71 1.17 -0.72 0.01
H72 0.08 -0.68 1.37
H73 0.77 1.57 -0.50
H74 0.90 1.46 1.23
H75 -0.66 1.66 0.50
C31 6.00 -1.88 8.56
C32 5.52 -1.41 7.15
N6 5.35 -2.49 6.23
C33 5.26 -1.88 4.90
C34 5.23 -2.91 3.81
C35 4.16 -3.38 6.52
C36 2.77 -2.81 6.33
H76 6.09 -1.01 9.21
H77 6.83 -2.59 8.53
H78 5.14 -2.37 9.03
H79 4.57 -0.98 7.49
H80 6.07 -0.55 6.76
H81 4.58 -1.08 4.60
H82 6.25 -1.52 4.61
H83 4.25 -3.39 3.85
H84 5.32 -2.50 2.80
H85 5.95 -3.71 3.94
H86 4.23 -3.67 7.57
H87 4.31 -4.23 5.86
H88 2.50 -2.05 7.06
H89 2.02 -3.59 6.37
H90 2.68 -2.29 5.37
C37 2.74 8.54 1.86
C38 3.36 7.78 2.92
N7 3.34 8.43 4.23
C39 4.32 7.72 5.06
C40 4.41 8.15 6.54
C41 1.99 8.75 4.76
C42 1.01 7.60 5.07
H91 1.66 8.61 1.99
H92 2.96 8.10 0.89
H93 3.16 9.55 1.89
H94 2.88 6.81 3.03
H95 4.37 7.55 2.57
H96 4.26 6.64 5.00
H97 5.22 7.95 4.49
H98 3.68 7.58 7.12
H99 5.33 7.92 7.08
H100 4.16 9.19 6.70
H101 1.58 9.45 4.04
H102 2.09 9.30 5.69
H103 0.78 7.05 4.16
H104 0.02 7.93 5.41
H105 1.34 6.89 5.83

Entry 2:
Computed, not measured: a structure of composition C42H106NO34S11V, with the ωB97M-V functional and the def2-TZVPD basis.

Total charge: +1
LUMO (alpha / beta) in eV: -2.7 / -2.7
Expectation value of S²: 3.769
Kohn-Sham gap (alpha / beta) in Eh: 0.2191 / 0.2245
2S+1: 4
E_HOMO (alpha / beta) in eV: -8.669 / -8.783
E in hartree: -9600.24260

Positions of all 195 atoms, in Å:
V1 -2.74 -0.44 -4.18
C1 -0.62 1.39 0.16
C2 0.12 0.38 -0.76
C3 1.41 -0.12 0.04
C4 1.02 -1.06 1.21
C5 0.26 -2.24 0.62
C6 -1.00 -1.88 -0.21
N1 -0.76 -0.79 -1.16
O1 -1.86 -0.44 -2.04
C7 -2.07 -1.53 0.83
C8 -1.35 -3.27 -0.84
C9 0.71 1.13 -2.02
H1 0.06 2.20 0.43
H2 -1.07 0.99 1.07
H3 -1.45 1.79 -0.42
H4 2.01 0.64 0.55
H5 2.15 -0.56 -0.63
H6 0.51 -0.46 1.96
H7 1.92 -1.42 1.71
H8 -0.07 -2.80 1.49
H9 0.94 -2.93 0.13
H10 -2.85 -2.29 0.88
H11 -2.59 -0.58 0.68
H12 -1.69 -1.41 1.85
H13 -1.35 -4.04 -0.07
H14 -0.65 -3.54 -1.63
H15 -2.36 -3.31 -1.25
H16 1.03 0.41 -2.77
H17 1.51 1.79 -1.66
H18 -0.05 1.73 -2.50
O2 -6.89 -2.47 -2.28
S1 -5.94 -1.35 -2.30
O3 -4.81 -1.25 -3.27
O4 -6.80 0.02 -2.45
C10 -7.94 0.20 -1.73
C11 -8.60 1.48 -2.24
C12 -5.16 -1.01 -0.64
H19 -7.80 0.37 -0.66
H20 -8.63 -0.63 -1.89
H21 -7.98 2.37 -2.17
H22 -9.58 1.58 -1.76
H23 -8.83 1.46 -3.31
H24 -4.70 -0.03 -0.75
H25 -4.43 -1.79 -0.43
H26 -5.98 -0.86 0.06
O5 -2.23 -7.05 -0.77
S2 -3.42 -6.65 -0.03
O6 -4.33 -7.64 0.51
O7 -2.96 -5.53 1.19
C13 -2.50 -6.06 2.41
C14 -1.91 -4.86 3.17
C15 -4.39 -5.43 -1.06
H27 -1.78 -6.88 2.36
H28 -3.36 -6.48 2.94
H29 -1.28 -5.08 4.02
H30 -2.61 -4.15 3.59
H31 -1.21 -4.30 2.56
H32 -3.91 -4.46 -1.06
H33 -5.39 -5.32 -0.63
H34 -4.46 -5.83 -2.07
O8 -0.70 -1.59 -4.34
S3 0.21 -2.76 -4.53
O9 -0.30 -4.15 -4.54
O10 1.13 -2.53 -5.89
C16 1.80 -3.68 -6.41
C17 2.63 -3.31 -7.68
C18 1.60 -2.53 -3.28
H35 1.07 -4.43 -6.68
H36 2.43 -4.09 -5.62
H37 3.32 -2.49 -7.47
H38 2.06 -3.13 -8.59
H39 3.28 -4.13 -7.99
H40 1.10 -2.47 -2.32
H41 2.28 -1.72 -3.56
H42 2.19 -3.44 -3.28
O11 7.44 -1.13 0.04
S4 7.55 -0.06 -0.97
O12 8.02 -0.33 -2.33
O13 6.09 0.81 -1.00
C19 5.75 1.54 -2.17
C20 4.50 2.46 -1.97
C21 8.47 1.32 -0.08
H43 5.63 0.86 -3.02
H44 6.61 2.13 -2.47
H45 3.67 1.81 -1.68
H46 4.23 3.12 -2.79
H47 4.59 3.01 -1.04
H48 7.79 1.49 0.75
H49 8.43 2.17 -0.77
H50 9.49 0.95 0.03
O14 3.98 1.41 2.75
S5 5.02 0.42 3.07
O15 6.41 0.91 3.11
O16 4.63 -0.33 4.53
C22 3.25 -0.25 5.11
C23 3.22 -0.33 6.67
C24 4.95 -0.94 1.85
H51 2.57 -0.96 4.64
H52 2.87 0.74 4.84
H53 4.06 0.14 7.16
H54 3.15 -1.34 7.08
H55 2.35 0.19 7.06
H56 5.08 -0.50 0.87
H57 3.95 -1.36 2.00
H58 5.77 -1.62 2.08
O17 -0.71 2.72 -7.04
S6 -0.73 2.18 -5.64
O18 -1.63 1.08 -5.24
O19 0.79 1.80 -5.23
C25 1.94 2.43 -5.71
C26 3.10 1.53 -5.26
C27 -0.94 3.52 -4.48
H59 2.07 3.48 -5.45
H60 1.94 2.39 -6.80
H61 3.19 1.42 -4.18
H62 4.02 1.94 -5.68
H63 2.84 0.54 -5.63
H64 -0.76 3.18 -3.46
H65 -1.96 3.78 -4.77
H66 -0.37 4.38 -4.83
O20 4.84 -3.85 -5.07
S7 5.14 -2.54 -4.48
O21 4.62 -1.29 -5.04
O22 4.77 -2.51 -2.82
C28 5.36 -3.48 -1.89
C29 4.31 -3.86 -0.83
C30 6.98 -2.43 -4.41
H67 6.28 -3.17 -1.38
H68 5.63 -4.37 -2.46
H69 3.31 -3.89 -1.26
H70 4.17 -3.16 -0.01
H71 4.53 -4.85 -0.42
H72 7.17 -1.36 -4.33
H73 7.37 -2.93 -5.30
H74 7.34 -2.77 -3.44
O23 -3.85 4.87 3.75
S8 -2.75 3.98 3.76
O24 -2.01 3.67 4.95
O25 -3.05 2.55 2.96
C31 -3.80 2.57 1.73
C32 -5.22 2.01 1.90
C33 -1.50 4.76 2.63
H75 -3.34 1.96 0.95
H76 -3.96 3.55 1.28
H77 -5.82 2.65 2.54
H78 -5.24 1.02 2.34
H79 -5.77 1.95 0.96
H80 -2.00 4.89 1.67
H81 -0.78 3.94 2.57
H82 -1.12 5.68 3.07
O26 2.92 4.97 4.92
S9 1.53 4.84 5.37
O27 0.65 5.96 5.69
O28 0.73 3.85 4.29
C34 1.36 2.76 3.69
C35 0.45 1.60 3.76
C36 1.50 3.74 6.90
H83 2.34 2.61 4.14
H84 1.78 2.99 2.71
H85 -0.15 1.60 4.67
H86 1.01 0.67 3.64
H87 -0.31 1.58 2.97
H88 0.51 3.30 7.03
H89 1.75 4.39 7.74
H90 2.25 2.98 6.65
O29 0.12 -1.28 8.50
S10 -0.47 0.04 8.28
O30 0.36 1.26 8.39
O31 -0.99 0.08 6.71
C37 -1.81 -1.04 6.28
C38 -1.91 -1.05 4.76
C39 -2.14 0.37 9.14
H91 -2.79 -0.97 6.75
H92 -1.36 -1.98 6.61
H93 -2.69 -1.76 4.45
H94 -0.91 -1.16 4.34
H95 -2.17 -0.07 4.37
H96 -2.76 -0.52 9.04
H97 -2.48 1.17 8.48
H98 -2.00 0.62 10.19
O32 -3.71 1.44 -3.59
S11 -4.49 2.46 -2.92
O33 -4.96 2.21 -1.56
O34 -3.60 3.95 -2.97
C40 -3.74 4.82 -1.83
C41 -2.30 5.35 -1.62
C42 -5.93 3.01 -3.98
H99 -4.22 4.51 -0.90
H100 -4.34 5.61 -2.28
H101 -1.67 4.52 -1.26
H102 -2.24 6.15 -0.88
H103 -1.88 5.68 -2.57
H104 -6.27 2.05 -4.38
H105 -5.63 3.65 -4.81
H106 -6.63 3.56 -3.36

What is the formula in the second record? C42H106NO34S11V

Look up the E of the second one. -9600.24260 hartree

The lowest E belongs to which entry? C42H106NO34S11V